# 1
ORCA calculation (ωB97M-V with the def2-TZVPD basis set) on a structure of composition C44H36ClGaN4O2P2S at a distorted geometry.

The geometry in XYZ format:
```
91
Properties=species:S:1:pos:R:3:forces:R:3
Ga -1.258 0.390 0.276 0.45 0.85 -0.03
N 1.857 -1.117 0.283 -1.20 1.43 -0.34
P 2.797 0.363 0.573 0.08 -0.40 0.05
C 4.437 0.084 -0.202 -0.80 0.62 0.47
C 5.465 -0.803 0.074 0.09 -0.87 -0.75
C 6.600 -0.864 -0.746 -0.21 -0.94 1.55
C 6.756 0.021 -1.784 0.99 0.45 -0.95
C 5.756 0.961 -2.034 0.45 -0.66 0.57
C 4.637 1.013 -1.198 0.89 0.96 -2.01
C 3.172 0.194 2.355 1.80 1.68 -0.22
C 2.712 -0.817 3.131 -0.76 -0.65 -1.05
C 3.177 -1.039 4.374 1.49 -0.14 3.26
C 4.202 -0.234 4.911 -0.29 0.36 -0.25
C 4.615 0.907 4.219 -0.49 -1.23 -1.45
C 4.128 1.082 2.927 -0.84 -0.23 -0.66
P 0.344 -1.202 -0.527 2.32 -0.32 0.32
C 0.651 -0.918 -2.320 -0.84 -0.41 0.44
C -0.393 -0.394 -3.079 -0.46 -0.05 0.22
C -0.276 -0.047 -4.412 0.09 -0.11 0.48
C 0.923 -0.198 -5.061 -0.09 -0.86 1.72
C 1.892 -0.845 -4.325 2.60 -0.36 -0.60
C 1.827 -1.219 -2.996 -1.77 1.13 -0.50
C -0.160 -2.905 -0.129 -1.15 0.78 -2.09
C -1.100 -3.391 -1.043 -0.53 -0.38 -0.67
C -1.747 -4.588 -0.801 -0.63 -0.30 -0.46
C -1.419 -5.350 0.295 0.44 0.29 1.26
C -0.461 -4.894 1.224 -0.65 0.72 -1.78
C 0.131 -3.641 0.985 0.78 -0.27 1.96
H 2.326 -1.988 0.217 0.67 -0.96 0.11
H 5.353 -1.566 0.821 -0.05 -0.08 0.45
H 7.323 -1.659 -0.482 -0.24 0.77 -0.46
H 7.704 0.020 -2.380 -1.13 -0.09 0.45
H 5.876 1.617 -2.876 -0.09 0.42 -0.02
H 3.995 1.859 -1.429 -0.55 -0.41 0.37
H 2.115 -1.529 2.626 -1.00 -0.75 0.01
H 2.825 -1.846 5.030 0.11 0.09 -0.66
H 4.740 -0.495 5.815 -0.45 -0.06 0.18
H 5.436 1.523 4.492 0.41 0.38 0.70
H 4.544 1.860 2.296 0.00 0.14 0.09
H -1.391 -0.309 -2.684 -0.25 0.18 0.51
H -1.157 0.295 -4.872 -0.83 0.59 -0.78
H 1.127 0.086 -6.045 0.02 0.40 -1.36
H 2.869 -1.048 -4.791 -0.57 0.13 0.01
H 2.656 -1.650 -2.546 1.42 -0.76 0.88
H -1.360 -2.899 -1.984 0.24 0.27 0.40
H -2.559 -4.975 -1.436 0.61 0.45 0.01
H -1.990 -6.248 0.474 0.24 -0.25 0.10
H -0.230 -5.514 2.053 0.34 -0.14 0.73
H 0.812 -3.172 1.718 -0.28 -0.61 -0.28
O -2.515 2.395 0.236 -0.56 -1.06 0.38
S -3.638 1.668 -0.401 -0.20 0.65 0.37
O -4.927 1.563 0.194 -0.18 -0.14 0.70
N -3.010 0.122 -0.562 -0.25 0.05 0.81
C -3.703 -0.804 0.349 -0.20 -1.44 -0.11
C -4.767 -1.637 -0.041 1.12 1.89 -1.48
C -5.276 -2.654 0.781 -0.70 -0.32 0.36
C -4.799 -2.768 2.055 1.58 -0.04 -0.13
C -3.682 -1.985 2.519 -1.79 -0.17 -0.84
C -3.202 -2.106 3.817 2.22 0.84 0.55
C -2.101 -1.310 4.172 0.00 -1.37 1.88
C -1.466 -0.553 3.197 -0.24 0.25 0.73
N -1.957 -0.370 1.998 -0.91 -0.22 -1.38
C -3.128 -1.026 1.652 0.20 0.31 -0.73
C -3.891 2.598 -1.830 0.74 1.10 -2.24
C -3.070 3.724 -2.062 -0.42 -0.81 -0.30
C -3.267 4.608 -3.101 -1.39 0.64 -0.16
C -4.445 4.510 -3.857 0.12 -1.02 0.16
C -5.259 3.358 -3.687 0.55 0.15 -0.47
C -4.923 2.385 -2.740 -1.04 -0.20 0.30
H -5.136 -1.426 -1.080 0.18 -0.56 1.17
H -6.066 -3.354 0.440 0.64 0.74 0.10
H -5.028 -3.597 2.689 -0.74 -0.26 0.30
H -3.533 -2.864 4.515 -0.45 0.15 -0.06
H -1.645 -1.388 5.231 -0.79 0.22 -2.03
H -0.563 -0.039 3.414 0.72 0.27 0.29
H -2.290 3.927 -1.401 1.07 0.21 0.96
H -2.652 5.504 -3.234 -0.01 -0.55 0.20
H -4.653 5.317 -4.562 -0.24 -0.50 0.06
H -6.121 3.130 -4.332 0.47 0.49 0.36
H -5.588 1.514 -2.650 0.41 0.38 0.01
Cl 0.474 5.706 -1.100 -0.24 -0.65 -0.33
C 0.460 4.303 -0.070 0.14 1.45 -0.65
C 0.945 4.534 1.204 -0.78 -0.68 0.53
C 0.892 3.439 2.052 1.77 2.19 2.13
C 0.463 2.212 1.680 0.22 0.06 -0.49
N 0.032 2.037 0.438 -1.39 -0.45 -0.73
C -0.027 3.068 -0.450 0.81 -1.18 0.61
H 1.243 5.530 1.591 -0.07 -0.83 -0.63
H 1.325 3.658 3.044 -0.52 -0.72 -0.36
H 0.574 1.372 2.348 -0.24 -0.20 -0.02
H -0.361 2.786 -1.447 -0.02 0.51 0.24
```
Positions in Å, forces in eV/Å.

Total energy   -150565.77500 eV
Total charge   +2
HOMO-LUMO gap   7.28 eV
M   851.99 g mol⁻¹
HOMO level   -13.13 eV
Energy relative to the best compared isomer or geometry (same formula, charge and spin)   1.0996 eV

What are the Löwdin partial charges on each atom? They are as follows, in elementary charge units: 0.503, -0.354, 1.036, -0.391, -0.075, -0.072, -0.071, -0.064, -0.147, -0.391, -0.162, -0.076, -0.046, -0.056, -0.082, 0.981, -0.327, -0.122, -0.052, -0.027, -0.058, -0.057, -0.351, -0.090, -0.070, -0.052, -0.024, -0.085, 0.051, 0.106, 0.124, 0.132, 0.105, 0.092, 0.058, 0.118, 0.113, 0.104, 0.106, 0.079, 0.104, 0.107, 0.129, 0.090, 0.114, 0.128, 0.116, 0.103, 0.099, -0.341, 0.685, -0.228, -0.136, -0.244, 0.021, -0.037, 0.010, -0.134, 0.051, 0.001, -0.089, 0.066, -0.128, -0.281, -0.062, -0.051, -0.025, -0.038, -0.052, 0.146, 0.137, 0.119, 0.138, 0.157, 0.103, 0.058, 0.120, 0.119, 0.122, 0.127, 0.736, -0.601, -0.040, -0.026, -0.174, -0.036, -0.107, 0.145, 0.142, 0.095, 0.134

***

# 2
ORCA calculation (ωB97M-V with the def2-TZVPD basis set) on a structure of composition C24H41BrN2O8P2Zn at a distorted geometry.

The geometry in XYZ format:
```
79
Properties=species:S:1:pos:R:3:forces:R:3
Zn 1.062 0.057 0.412 3.23 0.29 -1.67
C -2.643 -4.266 -2.358 -0.09 -0.12 0.37
C -2.069 -2.872 -2.564 -0.47 -0.62 -1.02
C -1.446 -2.738 -3.946 0.25 0.25 -0.09
O -1.051 -2.659 -1.596 0.70 1.02 1.46
P -1.127 -1.412 -0.570 0.01 -1.46 -0.67
O -0.002 -1.383 0.412 -4.16 -4.45 -0.42
C -1.177 0.045 -1.605 -0.80 -0.20 -0.72
P -1.071 1.536 -0.634 -0.18 1.82 -0.42
O -0.004 1.500 0.412 -4.35 3.89 -0.30
O -2.551 1.731 -0.018 1.97 -0.27 0.05
C -3.649 2.090 -0.845 -1.37 0.45 -0.26
C -4.087 3.496 -0.463 0.28 0.33 0.03
C -4.772 1.088 -0.621 0.11 -0.44 -0.01
O -0.966 2.762 -1.673 -1.00 -1.28 1.65
C 0.174 3.072 -2.461 1.67 0.60 -1.34
C -0.061 2.582 -3.884 -0.41 -0.05 -0.10
C 1.507 2.585 -1.909 -0.04 0.34 0.24
O -2.609 -1.544 0.044 1.04 0.53 -0.82
C -2.842 -1.988 1.375 -0.46 -0.46 1.50
C -2.478 -0.912 2.388 0.12 0.28 -0.06
C -2.187 -3.329 1.675 0.27 -0.20 -0.16
H -3.402 -4.499 -3.111 0.12 0.10 0.07
H -3.103 -4.347 -1.369 -0.02 0.05 -0.12
H -1.857 -5.028 -2.404 -0.03 0.21 -0.11
H -2.872 -2.136 -2.454 0.03 0.00 0.10
H -0.623 -3.448 -4.078 -0.20 0.03 0.11
H -1.021 -1.738 -4.081 -0.09 -0.08 -0.02
H -2.186 -2.909 -4.734 0.05 0.01 0.15
H -2.059 0.055 -2.249 -0.50 0.07 0.26
H -0.300 -0.009 -2.255 -0.01 -0.03 0.37
H -3.363 2.071 -1.902 0.11 0.04 0.10
H -4.365 3.547 0.595 -0.03 -0.17 -0.15
H -4.939 3.825 -1.066 0.11 -0.10 0.05
H -3.265 4.206 -0.606 -0.11 -0.12 -0.08
H -5.030 1.014 0.441 0.04 0.16 -0.11
H -4.461 0.089 -0.942 -0.04 0.08 0.02
H -5.669 1.363 -1.185 0.16 0.07 0.08
H 0.217 4.167 -2.495 -0.28 -0.10 0.13
H -0.107 1.490 -3.932 0.16 0.02 0.05
H 0.735 2.920 -4.555 -0.09 -0.04 0.19
H -1.019 2.954 -4.264 0.12 0.05 0.00
H 1.545 1.494 -1.843 0.02 0.10 0.00
H 1.677 2.985 -0.905 0.11 -0.12 -0.13
H 2.335 2.913 -2.547 -0.26 0.13 -0.03
H -3.926 -2.139 1.440 0.09 0.09 -0.28
H -1.405 -0.700 2.394 -0.27 -0.37 -0.10
H -2.770 -1.211 3.400 -0.03 -0.08 -0.15
H -2.984 0.028 2.146 -0.04 -0.11 0.00
H -1.096 -3.258 1.701 -0.09 0.13 0.03
H -2.441 -4.064 0.906 -0.08 0.05 0.11
H -2.518 -3.715 2.645 -0.06 0.13 -0.15
C -0.164 0.954 5.539 -0.20 0.20 0.03
N 0.547 0.434 4.400 -0.23 0.17 -0.73
C 1.648 -0.372 4.423 0.22 -0.23 -0.99
C 1.951 -0.593 3.099 0.44 -0.41 0.47
N 1.062 0.057 2.282 0.03 0.00 4.40
C 0.228 0.667 3.094 0.26 0.15 0.79
H 0.313 0.605 6.459 -0.12 0.09 -0.20
H -1.196 0.596 5.496 0.06 0.16 0.23
H -0.135 2.046 5.496 -0.13 -0.13 0.23
H 2.113 -0.712 5.338 -0.10 0.10 -0.16
H 2.760 -1.185 2.691 -0.15 0.18 0.01
H -0.611 1.281 2.791 0.24 -0.01 0.09
Br 7.133 -3.268 -0.031 0.01 -0.10 -0.01
C 6.794 -1.423 0.215 -0.18 0.86 0.12
C 7.864 -0.537 0.333 0.03 -0.03 -0.01
C 7.616 0.822 0.514 -0.65 -0.19 -0.02
C 6.301 1.289 0.576 -0.14 -0.07 0.00
C 5.213 0.406 0.458 0.88 -0.39 -0.08
C 5.479 -0.961 0.276 -0.07 0.14 0.04
C 3.787 0.918 0.526 -0.39 2.45 0.33
O 3.629 2.168 0.693 0.18 -2.32 -0.29
O 2.859 0.057 0.412 4.47 -0.14 0.25
H 8.887 -0.894 0.285 -0.14 -0.06 -0.01
H 8.439 1.524 0.607 -0.05 -0.14 -0.02
H 6.106 2.351 0.717 -0.09 -0.30 -0.04
H 4.641 -1.650 0.184 0.18 0.17 -0.01
H 1.062 0.057 -1.134 0.48 -0.60 -2.05
```
Positions in Å, forces in eV/Å.

Total energy   -181954.86395 eV
Total charge   0
HOMO-LUMO gap   6.41 eV
M   692.84 g mol⁻¹
HOMO level   -6.05 eV

What are the Löwdin partial charges on each atom? They are as follows, in elementary charge units: 0.398, -0.036, -0.481, -0.035, -0.159, 0.600, -0.290, -0.276, 0.605, -0.290, -0.174, -0.477, -0.038, -0.037, -0.164, -0.441, -0.043, -0.075, -0.177, -0.434, -0.038, -0.039, 0.088, 0.069, 0.094, 0.127, 0.095, 0.074, 0.088, 0.087, 0.040, 0.133, 0.090, 0.087, 0.083, 0.090, 0.067, 0.088, 0.143, 0.070, 0.089, 0.080, 0.012, 0.080, 0.098, 0.144, 0.045, 0.093, 0.081, 0.082, 0.074, 0.090, -0.013, -0.128, -0.037, -0.072, -0.015, -0.138, 0.095, 0.090, 0.098, 0.120, 0.118, 0.140, 0.708, -0.693, -0.144, -0.081, -0.021, -0.112, -0.069, -0.552, -0.021, -0.143, 0.094, 0.100, 0.113, 0.108, -0.021

***

# 3
ORCA calculation (ωB97M-V with the def2-TZVPD basis set) on a structure of composition C18H20AuN3O7 at a distorted geometry.

The geometry in XYZ format:
```
49
Properties=species:S:1:pos:R:3:forces:R:3
Au -1.017 -1.451 1.338 -0.29 -0.07 -0.06
O -0.948 -2.235 -2.857 -0.92 -1.04 0.56
C -1.102 -2.079 -1.559 -0.20 -0.46 0.08
O -0.557 -1.140 -0.982 -0.83 -0.82 0.49
C -1.960 -3.217 -0.902 0.90 0.10 -0.79
C -2.497 -4.235 -1.680 0.25 0.23 0.08
C -3.097 -5.322 -1.065 -0.45 0.69 0.05
C -3.180 -5.311 0.332 -1.08 -2.05 -0.92
C -2.655 -4.268 1.046 0.78 -0.21 -0.50
N -2.022 -3.260 0.418 0.23 1.12 1.07
C -2.915 -4.254 2.519 -0.50 1.48 0.12
O -2.886 -5.404 3.188 0.61 -0.19 -0.35
O -3.317 -3.214 2.968 0.23 -0.59 0.34
H -0.384 -1.556 -3.215 0.50 0.64 -0.27
H -2.418 -4.157 -2.741 -0.04 -0.09 -0.54
H -3.589 -6.056 -1.707 0.31 -0.07 0.51
H -3.726 -6.162 0.831 0.74 1.18 -0.41
H -2.306 -6.055 2.741 -0.37 0.34 0.37
C 3.149 5.180 -2.560 0.77 -1.23 1.52
C 1.742 5.023 -1.913 1.88 -0.20 1.77
N 1.669 3.713 -1.198 -0.08 1.73 -2.21
C 1.806 2.536 -1.969 1.67 -0.26 0.77
C 1.069 2.578 -3.271 1.09 -1.13 -1.52
C 1.431 3.729 0.170 0.03 -1.69 1.86
O 1.559 4.784 0.738 -0.27 -0.47 0.15
C 1.178 2.383 0.974 -0.36 0.32 0.27
C 1.725 2.447 2.251 -0.27 -0.34 0.61
C 1.526 1.519 3.261 -1.13 0.45 0.22
C 0.516 0.600 3.079 -1.38 -0.40 -1.36
N -0.138 0.506 1.862 2.60 0.73 -1.41
C 0.304 1.289 0.785 -1.35 -0.39 0.22
H 3.161 6.116 -3.075 0.25 0.60 -0.17
H 3.559 4.383 -3.197 -0.91 0.16 -0.24
H 3.851 5.120 -1.706 -0.09 0.79 -0.44
H 1.032 5.003 -2.694 -1.26 0.20 -0.54
H 1.656 5.804 -1.106 -0.42 -0.71 -1.35
H 1.767 1.754 -1.224 -0.70 -0.85 -0.55
H 2.833 2.438 -2.378 0.23 0.40 0.81
H 1.670 3.180 -4.032 -1.24 -0.89 0.92
H 0.079 2.873 -3.146 -1.73 1.07 0.01
H 0.968 1.527 -3.585 0.44 0.40 -0.30
H 2.202 3.320 2.575 1.10 1.23 0.00
H 1.859 1.726 4.278 0.38 -0.27 -0.42
H 0.083 -0.067 3.846 0.53 0.59 -0.46
H -0.171 1.053 -0.221 0.53 0.34 1.60
O -0.031 -3.682 2.907 -0.31 0.45 0.04
C -0.363 -2.818 3.702 0.11 -0.39 0.06
O -0.962 -1.691 3.388 0.31 -0.77 0.67
H -0.153 -2.948 4.788 -0.29 0.29 -0.37
```
Positions in Å, forces in eV/Å.

Total energy   -41466.62509 eV
Total charge   +2
HOMO-LUMO gap (alpha / beta)   8.15 / 4.64 eV
M   587.34 g mol⁻¹
Spin multiplicity   3
HOMO level (alpha / beta)   -14.47 / -14.97 eV
<S²>   2.0214

What are the natural (NBO) partial charges on each atom? They are as follows, in elementary charge units: 1.217, -0.618, 0.814, -0.658, 0.093, -0.183, -0.115, -0.186, 0.107, -0.451, 0.756, -0.626, -0.513, 0.514, 0.257, 0.262, 0.268, 0.504, -0.611, -0.262, -0.048, -0.286, -0.617, 0.645, -0.382, -0.228, -0.074, -0.233, 0.106, -0.517, 0.083, 0.266, 0.223, 0.231, 0.256, 0.287, 0.247, 0.299, 0.254, 0.232, 0.252, 0.249, 0.267, 0.282, 0.235, -0.657, 0.631, -0.719, 0.145

***

# 4
ORCA calculation (ωB97M-V with the def2-TZVPD basis set) on the molecule C4H4N4O at a distorted geometry.

The geometry in XYZ format:
```
13
Properties=species:S:1:pos:R:3:forces:R:3
H 1.443 -2.468 -1.721 0.16 1.71 -0.32
N 1.586 -1.431 -1.894 0.89 -2.25 -1.59
C 0.929 -0.750 -1.113 0.52 -1.19 0.60
N 0.922 0.633 -0.960 -0.87 -0.06 1.38
C 0.293 0.781 0.147 -0.42 -0.40 0.07
N -0.157 -0.455 0.747 -0.47 2.49 0.89
O 0.200 -1.440 -0.095 -0.06 -0.08 -1.09
C -1.491 -0.130 1.060 -3.15 0.33 0.14
N -1.704 1.136 1.246 0.55 -1.26 0.31
C -0.480 1.868 0.845 0.97 0.21 0.28
H -2.450 -0.869 1.083 2.99 1.44 0.17
H 0.164 2.407 1.620 -1.14 -1.08 -0.44
H -0.785 2.656 0.174 0.03 0.13 -0.40
```
Positions in Å, forces in eV/Å.

Total energy   -12217.37822 eV
Total charge   0
HOMO-LUMO gap   9.71 eV
M   124.10 g mol⁻¹
SMILES   [H]/N=c1/nc2n(o1)C=NC2
HOMO level   -9.42 eV
Energy relative to the best compared isomer or geometry (same formula, charge and spin)   3.1318 eV

What are the natural (NBO) partial charges on each atom? They are as follows, in elementary charge units: 0.362, -0.654, 0.598, -0.440, 0.439, -0.177, -0.338, 0.229, -0.418, -0.331, 0.238, 0.247, 0.245

***

# 5
ORCA calculation (ωB97M-V with the def2-TZVPD basis set) on a cluster of 5 separate species, C2H14O4S in total at a distorted geometry.

The geometry in XYZ format:
```
21
Properties=species:S:1:pos:R:3:forces:R:3
C 0.185 -0.838 -2.806 0.56 -0.17 1.90
S -0.996 -1.689 -1.577 0.06 0.48 -0.56
C 0.132 -2.392 -0.328 0.89 -1.81 0.03
H 0.152 -1.401 -3.748 0.87 -0.19 0.65
H 1.131 -0.701 -2.158 -0.94 -0.85 -1.73
H -0.040 0.190 -3.072 -0.86 0.05 0.47
H -0.405 -2.820 0.598 0.51 0.87 -1.65
H 0.734 -3.295 -0.765 -0.91 1.80 0.76
H 0.807 -1.586 0.002 -0.05 -0.52 0.01
O -1.545 -0.974 1.858 -0.46 0.19 1.49
H -2.404 -0.904 2.308 0.55 0.10 -0.06
H -1.778 -1.286 1.004 -0.23 -0.26 -1.49
O 1.184 4.000 1.078 0.94 -0.42 -0.56
H 1.166 3.026 1.079 -0.49 0.67 0.44
H 0.349 4.379 1.335 -0.51 -0.38 0.24
O -0.466 1.594 -1.034 1.07 3.44 1.03
H -0.347 2.632 -0.840 -0.36 -3.52 -0.67
H 0.318 1.214 -0.584 -0.68 0.27 -0.27
O 0.797 0.592 2.355 -0.23 -0.98 0.07
H 0.649 0.482 3.312 0.12 0.17 -0.60
H 0.378 -0.223 1.980 0.16 1.07 0.48
```
Positions in Å, forces in eV/Å.

Total energy   -21325.26503 eV
Total charge   0
HOMO-LUMO gap   9.11 eV
M   134.20 g mol⁻¹
SMILES   CSC.O.O.O.O
HOMO level   -8.65 eV
Energy relative to the best compared isomer or geometry (same formula, charge and spin)   1.7483 eV

What are the natural (NBO) partial charges on each atom? They are as follows, in elementary charge units: -0.715, 0.124, -0.775, 0.225, 0.220, 0.244, 0.246, 0.224, 0.208, -0.957, 0.480, 0.479, -0.961, 0.488, 0.474, -0.945, 0.478, 0.465, -0.969, 0.472, 0.492

***

# 6
ORCA calculation (ωB97M-V with the def2-TZVPD basis set) on the molecule C5H7NO at a distorted geometry.

The geometry in XYZ format:
```
14
Properties=species:S:1:pos:R:3:forces:R:3
C 1.512 -0.083 0.375 0.03 0.07 0.00
C 0.072 -0.610 0.251 -0.02 -0.02 0.06
C 0.100 -1.949 -0.355 0.02 -1.02 -0.44
N 0.133 -2.991 -0.859 -0.03 1.06 0.51
C -0.887 0.280 -0.573 0.05 -0.04 -0.11
C -1.240 1.575 0.154 0.02 -0.04 0.35
O -1.548 1.643 1.321 0.20 -0.28 -0.60
H 2.118 -0.780 0.964 -0.14 0.12 -0.10
H 1.533 0.887 0.881 -0.09 -0.12 -0.09
H 1.986 0.021 -0.607 -0.14 -0.01 0.12
H -0.355 -0.710 1.256 0.03 -0.01 -0.16
H -0.472 0.517 -1.556 0.21 0.05 0.15
H -1.790 -0.304 -0.808 -0.01 0.32 0.34
H -1.163 2.504 -0.444 -0.13 -0.10 -0.04
```
Positions in Å, forces in eV/Å.

Total energy   -8835.38147 eV
Total charge   0
HOMO-LUMO gap   11.00 eV
M   97.12 g mol⁻¹
SMILES   C[C@H](C#N)CC=O
HOMO level   -10.47 eV
Energy relative to the best compared isomer or geometry (same formula, charge and spin)   0.8214 eV

What are the natural (NBO) partial charges on each atom? They are as follows, in elementary charge units: -0.596, -0.320, 0.286, -0.322, -0.504, 0.442, -0.508, 0.229, 0.220, 0.216, 0.262, 0.222, 0.256, 0.115